[1]
The following is a quantum chemistry calculation of 13 unconnected molecules or ions with the total composition C5H36NO14, from the OMol25 dataset.

Output
Largest force on an atom: 2.706 eV/Å
DFT total energy: -1320.2746 Eh
Total charge: -1
2S+1: 1
ΔE to the lowest compared entry with this formula, charge and spin: 2.130 eV
Kohn-Sham gap: 0.3247 Ha

The geometry in XYZ format:
```
56
Properties=species:S:1:pos:R:3:forces:R:3:nbo_charge:R:1
C 0.152 0.440 0.915 -1.676 1.400 -0.229 -0.113
O -0.640 1.221 1.788 1.282 -0.116 0.626 -0.953
C -0.889 -0.174 -0.149 -0.002 0.444 -0.031 -0.072
C -0.434 -1.572 -0.491 1.052 -1.625 0.136 -0.413
C -1.505 -2.690 -0.252 -0.060 -0.261 -0.341 -0.451
C -1.921 -3.126 1.206 0.267 -2.640 -0.310 -0.081
O -3.310 -3.525 1.153 -0.323 0.445 0.625 -0.776
N -1.260 0.670 -1.370 1.931 0.718 1.754 -0.900
H 0.673 -0.379 1.413 -0.307 -0.500 0.338 0.132
H 0.997 1.112 0.630 -0.546 -0.687 -1.160 0.187
H -1.605 0.328 2.691 -0.768 0.851 0.318 0.521
H -1.884 -0.214 0.375 1.232 -0.185 -0.010 0.196
H -0.060 -1.678 -1.541 -0.400 0.355 0.699 0.183
H 0.495 -1.750 0.143 -1.082 -0.343 -0.761 0.189
H -1.343 -3.558 -0.982 0.038 0.774 1.439 0.198
H -2.478 -2.321 -0.560 -0.098 0.515 -0.535 0.228
H -1.549 -4.183 1.483 0.524 1.826 -0.447 0.176
H -1.605 -2.444 2.031 -0.627 -0.092 -0.716 0.194
H -0.334 1.128 -1.613 -1.396 -0.392 -0.029 0.397
H -1.793 1.421 -0.878 0.300 -0.195 -1.033 0.414
H -0.247 -1.092 -4.146 0.405 -0.103 0.120 0.510
H 0.752 -1.947 -3.373 0.157 -0.161 0.131 0.461
O 0.713 -1.346 -4.118 -0.458 0.178 -0.526 -0.998
H 3.188 -0.519 -2.651 0.022 -0.337 -0.447 0.518
H 2.364 -0.136 -4.027 -0.168 -0.757 0.441 0.516
O 2.865 0.175 -3.264 0.658 0.432 -0.148 -0.983
H 3.920 0.412 1.686 0.199 -0.395 0.375 0.469
H 3.632 1.446 0.654 0.818 -0.752 -0.524 0.501
O 4.208 0.600 0.788 -0.620 0.504 0.308 -1.049
H -1.756 -0.166 -2.808 -0.330 -1.000 -0.820 0.511
H -1.762 -1.665 -2.890 -0.259 -0.595 0.120 0.457
O -1.912 -0.941 -3.498 0.321 1.506 0.811 -1.004
H 2.253 3.071 0.918 0.183 -0.553 -0.909 0.510
H 2.292 2.357 -0.606 0.375 0.440 1.169 0.510
O 2.813 2.635 0.224 -0.392 0.659 -0.314 -1.031
H -5.097 -0.523 1.339 0.103 0.085 0.014 0.473
H -3.969 -2.822 1.342 0.996 0.082 -0.363 0.501
O -4.357 -0.994 0.945 -0.299 -0.062 -0.160 -0.971
H 0.654 3.923 2.564 -0.195 0.205 0.088 0.476
H 0.483 2.433 2.144 -0.740 -0.239 -0.157 0.517
O 1.121 3.197 2.156 0.273 0.200 0.432 -1.019
H 1.822 2.367 -2.623 0.072 0.173 -0.233 0.477
H 1.995 0.856 -2.250 -0.543 2.353 0.178 0.513
O 1.601 1.788 -1.894 -0.057 -1.723 -0.196 -1.007
H 4.217 -1.126 -0.585 -0.037 0.574 0.200 0.518
H 2.718 -1.303 -0.694 -0.307 0.127 0.378 0.484
O 3.521 -1.365 -1.206 0.212 -0.680 -0.460 -0.968
H -3.575 -0.619 1.372 0.039 0.237 0.487 0.508
H -2.799 0.562 3.804 0.303 0.473 0.147 0.466
O -2.487 0.014 3.092 0.137 -1.207 -0.660 -1.045
H 1.595 0.695 2.786 -0.006 -0.335 0.136 0.477
H 2.202 1.761 3.605 0.296 -0.626 -0.055 0.482
O 2.293 0.798 3.448 -0.214 0.856 -0.048 -0.960
H -1.477 3.626 0.306 -0.327 0.059 -0.183 0.449
H -1.412 2.247 0.976 -1.012 0.201 0.027 0.500
O -2.077 2.892 0.491 1.052 -0.106 0.306 -1.023
```
Forces are in eV/Å.


[2]
The following is a quantum chemistry calculation of 4 unconnected molecules or ions with the total composition C4H19N2O3S, from the OMol25 dataset.

Output
Largest force on an atom: 4.362 eV/Å
DFT total energy: -896.9496 Eh
Total charge: +1
2S+1: 1
ΔE to the lowest compared entry with this formula, charge and spin: 1.333 eV
Kohn-Sham gap: 0.3473 Ha

The geometry in XYZ format:
```
29
Properties=species:S:1:pos:R:3:forces:R:3:nbo_charge:R:1
N 1.351 1.095 0.016 0.951 3.441 1.813 -0.702
C 0.047 0.440 0.152 0.376 -2.194 -1.753 -0.104
C 0.381 -1.033 -0.260 0.746 -1.904 -0.973 -0.415
C -0.585 -2.184 0.154 0.825 -0.589 0.101 -0.551
S -2.279 -1.959 -0.371 -0.896 -0.556 -0.533 -0.068
C -0.862 1.110 -0.889 0.756 0.359 -2.574 -0.232
N -0.353 2.461 -1.201 -1.829 1.204 2.404 -0.910
H 2.047 0.926 0.748 -0.058 -0.474 0.323 0.470
H 1.325 2.198 -0.080 -0.946 -2.423 0.166 0.464
H 1.781 0.825 -0.836 0.593 -0.823 -1.145 0.437
H -0.442 0.364 1.084 0.176 0.980 1.584 0.253
H 1.409 -1.454 0.067 -1.450 1.334 -0.214 0.232
H 0.429 -0.988 -1.378 0.135 -0.371 0.753 0.210
H -0.494 -2.357 1.235 -0.410 0.367 -0.075 0.223
H -0.328 -3.205 -0.243 0.411 1.317 0.025 0.254
H -2.396 -3.069 -1.181 0.117 0.860 0.584 0.162
H -0.774 0.497 -1.851 -0.606 0.688 1.321 0.205
H -1.895 1.196 -0.541 0.525 -0.218 -0.341 0.245
H 0.107 2.761 -2.026 -0.126 -0.445 -0.988 0.395
H -1.005 3.181 -0.842 0.869 -0.602 -0.684 0.397
H -3.335 0.425 2.136 1.283 1.490 -1.354 0.487
H -3.247 0.391 0.694 -1.206 -1.571 -2.771 0.467
O -2.870 0.896 1.355 -0.258 -0.055 4.354 -0.946
H 2.433 2.038 2.698 -2.040 1.938 1.000 0.474
H 3.558 1.214 3.030 0.318 -0.354 -0.491 0.499
O 3.025 1.484 2.268 1.663 -1.529 -0.444 -0.951
H 3.831 -1.526 -0.785 -0.905 2.067 -1.163 0.499
H 4.020 -0.441 -1.928 -0.102 -0.268 0.322 0.493
O 3.415 -0.695 -1.212 1.091 -1.669 0.752 -0.986
```
Forces are in eV/Å.


[3]
The following is a quantum chemistry calculation of a molecular structure, C56H43BrF6N4O7S2SbY, from the OMol25 dataset.

Output
Largest force on an atom: 2.625 eV/Å
DFT total energy: -7154.0388 Eh
Total charge: -2
2S+1: 1
ΔE to the lowest compared entry with this formula, charge and spin: 0.000 eV
Kohn-Sham gap: 0.2068 Ha

The geometry in XYZ format:
```
121
Properties=species:S:1:pos:R:3:forces:R:3:lowdin_charge:R:1
Y -0.406 -0.701 -0.470 -0.666 -0.541 0.542 1.434
C 1.109 2.776 8.999 0.751 0.690 0.741 -0.130
O 1.548 1.614 8.368 -0.189 0.181 0.067 -0.089
C 1.232 1.545 7.039 0.782 -0.832 -0.219 -0.300
C 1.601 0.323 6.441 -0.913 0.317 -0.679 0.018
C 1.251 0.109 5.102 -0.595 0.942 0.693 0.006
C 0.554 1.088 4.357 -0.300 0.404 0.133 -0.200
C 0.277 2.308 4.976 0.247 -0.418 0.357 -0.026
C 0.637 2.564 6.322 -0.961 0.161 -0.774 -0.027
C 0.126 0.877 2.911 1.426 0.390 0.370 -0.086
C 1.190 1.042 1.981 -0.294 -0.686 1.277 -0.291
C 2.529 1.438 2.440 0.250 0.485 -2.446 0.000
C 3.263 1.538 1.288 0.221 -0.189 0.325 -0.008
C 2.435 1.136 0.159 -2.195 -0.361 1.394 -0.215
N 1.143 0.799 0.664 1.614 0.659 -0.162 0.030
C 2.685 1.174 -1.183 0.077 0.337 -0.476 -0.080
C 1.714 1.040 -2.234 0.756 -0.048 0.178 -0.243
C 2.067 1.161 -3.621 -0.916 -0.012 -0.145 -0.010
C 0.918 0.921 -4.343 1.461 0.233 0.686 0.010
C -0.110 0.666 -3.386 0.476 0.680 0.666 -0.237
C -1.444 0.486 -3.717 -0.152 -0.698 -0.256 -0.062
C -1.708 0.393 -5.189 0.019 0.085 1.057 -0.239
C -1.510 -0.815 -5.817 -0.195 -0.653 -0.533 0.005
C -1.617 -0.898 -7.187 -0.615 1.009 -0.093 0.027
C -1.996 0.242 -7.934 0.284 -0.473 -0.866 -0.269
O -2.087 0.067 -9.312 -0.105 -0.196 0.731 -0.112
C -2.209 1.225 -10.106 -0.262 -1.431 -0.979 -0.116
C -2.233 1.453 -7.328 -0.265 0.370 1.485 -0.022
C -2.063 1.477 -5.917 -0.116 1.518 -0.942 -0.037
C -2.488 0.249 -2.829 0.876 0.608 0.434 -0.247
N -2.381 0.197 -1.466 0.496 -0.139 -0.305 0.049
C -3.627 0.140 -0.984 -0.245 0.180 -0.064 -0.250
C -3.956 0.203 0.373 1.414 0.080 1.016 -0.090
C -5.384 0.170 0.653 -1.965 0.173 0.774 -0.218
C -6.143 1.312 1.061 1.082 -0.807 -0.680 -0.013
C -7.518 1.203 1.271 0.020 -0.457 -0.073 -0.042
C -8.192 -0.027 1.139 1.043 0.076 -0.354 -0.289
O -9.533 -0.240 1.351 -0.329 1.358 0.393 -0.098
C -10.266 0.979 1.631 0.262 -0.765 -0.594 -0.082
C -7.444 -1.130 0.722 -0.364 -0.462 -0.172 -0.014
C -6.079 -1.046 0.472 -0.098 0.234 0.344 -0.011
C -3.038 0.316 1.449 -0.350 0.344 -1.119 -0.223
C -3.435 0.485 2.825 0.182 0.133 0.686 -0.001
C -2.287 0.668 3.545 -0.739 0.129 -0.595 0.005
C -1.200 0.672 2.582 -0.376 -0.669 0.231 -0.278
N -1.675 0.404 1.341 -0.233 -0.053 -0.447 0.051
C -4.590 0.157 -2.070 -0.639 0.013 0.366 0.006
C -3.844 0.227 -3.188 -1.201 0.093 -1.509 -0.019
N 0.399 0.766 -2.101 0.056 -0.124 -0.768 0.027
C 4.063 1.607 -1.553 0.766 -0.739 -0.855 -0.211
C 4.366 2.953 -1.571 -0.384 0.351 -0.093 -0.030
C 5.609 3.393 -2.014 0.009 -2.061 -0.138 -0.020
C 6.553 2.442 -2.448 0.170 1.274 0.291 -0.267
O 7.820 2.841 -2.800 0.153 -0.977 -0.191 -0.106
C 8.265 4.132 -2.501 -0.207 -0.106 -0.378 -0.110
C 6.277 1.078 -2.528 -0.993 1.445 0.691 0.002
C 5.044 0.697 -2.037 -1.247 -0.904 -0.120 -0.002
H 1.384 2.710 10.044 0.147 -0.239 0.263 0.083
H 0.040 2.909 8.973 -0.536 0.027 -0.316 0.087
H 1.620 3.674 8.616 -0.249 -0.160 -0.142 0.096
H 1.996 -0.462 7.095 0.041 0.319 -0.460 0.120
H 1.392 -0.832 4.637 0.381 -0.852 -0.340 0.097
H -0.265 3.048 4.392 0.112 0.051 0.193 0.120
H 0.286 3.501 6.780 0.427 -0.541 -0.219 0.101
H 2.922 1.792 3.373 -0.414 -0.211 0.452 0.102
H 4.290 1.905 1.255 -0.334 -0.232 -0.252 0.107
H 3.041 1.434 -3.979 0.177 -0.099 -0.184 0.101
H 0.872 0.906 -5.412 -0.321 -0.008 -0.249 0.109
H -1.297 -1.672 -5.205 0.342 -0.404 -0.002 0.101
H -1.495 -1.834 -7.679 0.185 -0.503 -0.431 0.110
H -2.191 0.818 -11.135 -0.228 0.364 0.360 0.092
H -1.331 1.830 -10.018 0.406 0.844 0.350 0.082
H -3.152 1.754 -9.947 0.155 0.179 0.109 0.085
H -2.617 2.370 -7.803 0.472 -0.693 -0.044 0.105
H -2.129 2.422 -5.382 -0.269 0.011 -0.185 0.123
H -5.628 2.307 1.134 -0.599 -1.139 0.017 0.136
H -8.034 2.109 1.496 -0.387 0.378 0.230 0.080
H -11.261 0.699 1.977 0.006 -0.137 -0.410 0.083
H -10.282 1.606 0.717 -0.210 -0.239 0.495 0.102
H -9.818 1.537 2.441 0.316 0.149 0.227 0.072
H -7.965 -2.084 0.548 0.221 0.493 0.211 0.119
H -5.555 -1.967 0.162 -0.101 0.751 0.123 0.138
H -4.480 0.500 3.140 0.508 -0.117 0.118 0.106
H -2.154 0.834 4.598 -0.129 0.002 0.154 0.099
H -5.690 0.155 -2.017 0.803 0.004 0.133 0.114
H -4.201 0.336 -4.209 0.041 -0.178 0.224 0.115
H 3.566 3.663 -1.302 0.585 -0.290 -0.074 0.136
H 5.800 4.418 -2.094 0.384 1.308 0.030 0.078
H 9.346 4.068 -2.455 0.215 0.169 -0.327 0.084
H 7.939 4.464 -1.526 -0.344 0.181 0.330 0.082
H 7.914 4.807 -3.290 0.258 0.286 0.267 0.096
H 6.961 0.408 -2.986 0.498 -0.494 -0.079 0.107
H 4.759 -0.367 -2.124 0.071 0.609 0.191 0.112
O -2.047 -2.648 -0.180 -0.305 0.454 1.219 -0.165
H -1.607 -3.368 -0.645 0.330 -0.300 -0.475 0.004
H -1.961 -2.887 0.783 -0.145 0.215 -0.696 -0.060
S -0.820 -2.955 2.673 -0.307 -0.251 0.264 0.567
C 0.202 -2.217 1.623 0.900 0.563 -0.192 -1.089
Br 2.988 -2.553 -3.834 -0.015 0.225 -0.137 0.202
F -0.651 -2.043 -2.290 0.160 -0.106 -0.615 -0.463
Sb 0.971 -3.403 -2.640 -1.649 -0.729 0.167 1.166
F -0.080 -3.154 -4.398 0.906 0.232 1.326 -0.471
F -0.345 -4.336 -1.552 -0.023 0.271 -0.167 -0.387
F 1.066 -5.101 -3.523 0.496 -0.156 0.120 -0.447
F 1.386 -1.865 -1.319 0.534 -0.134 0.035 -0.521
F 2.147 -4.224 -1.298 -0.186 0.367 -0.770 -0.456
O 6.462 -5.590 5.389 -0.144 0.026 0.155 0.094
C 5.108 -5.723 5.376 -0.532 -1.138 -0.111 -0.456
O 4.658 -6.649 6.020 -0.039 0.970 -0.342 0.082
C 4.286 -4.806 4.498 0.417 -0.793 0.439 -0.152
C 2.901 -4.869 4.572 0.222 0.376 0.066 -0.002
C 2.122 -4.044 3.779 1.184 -0.181 0.641 -0.073
C 2.726 -3.158 2.907 -0.967 0.832 -1.053 -0.464
S 1.906 -2.108 1.690 -0.155 -0.569 0.555 0.916
C 4.091 -3.110 2.801 1.630 -0.216 -0.168 -0.113
C 4.861 -3.965 3.562 0.161 0.070 0.270 -0.042
H 6.743 -4.846 4.860 0.025 0.436 -0.252 0.073
H 2.471 -5.540 5.285 -0.323 -0.267 0.254 0.113
H 1.091 -4.010 3.907 -1.567 -0.194 -0.037 0.002
H 4.609 -2.455 2.096 -0.427 -0.117 0.056 0.113
H 5.923 -4.033 3.414 0.408 0.374 -0.217 0.099
```
Forces are in eV/Å.


Across the entries above, E_LUMO takes the values 2.7, -2.6, 3.3 eV, respectively.